C44H113N11O16 | the ωB97M-V functional and the def2-TZVPD basis

The geometry in XYZ format:
```
184
Properties=species:S:1:pos:R:3:forces:R:3:mulliken_charge:R:1
C 4.639178 -2.368298 4.391618 0.5 -1.3 0.6 -0.7029
O 5.306398 -3.603768 4.800658 -1.0 2.0 0.6 -0.3236
C 6.360008 -3.922108 3.964688 -0.5 -1.4 -1.9 -0.8239
C 7.048308 -5.194408 4.498738 0.0 1.7 -0.1 -0.4767
N 8.108148 -4.803058 5.453928 -0.4 -0.6 -0.4 -0.3606
C 8.802608 -5.984688 5.850178 0.9 -1.3 0.9 -0.7339
C 8.073368 -6.723528 7.054868 1.5 0.6 -0.9 -0.4822
O 7.640008 -5.803838 8.044298 -0.1 -0.6 -0.3 -0.4254
C 8.640608 -5.153808 8.821648 -0.9 0.3 0.2 -0.6968
H 5.378498 -1.629888 4.081318 0.0 0.1 0.1 0.2929
H 4.083858 -2.022708 5.263558 0.0 0.0 -0.1 0.2379
H 3.953578 -2.560828 3.566418 0.0 -0.1 -0.1 0.2847
H 6.933858 -3.074878 3.589168 1.1 0.3 1.4 0.4230
H 5.950718 -4.110348 2.972148 -0.6 -1.0 -0.4 0.4625
H 7.430768 -5.810748 3.685138 0.6 0.4 -0.1 0.4717
H 6.287988 -5.843848 4.932598 -0.4 0.2 0.3 0.2598
H 7.668388 -4.599178 6.340018 -0.7 1.1 0.0 0.3022
H 9.831158 -5.797358 6.158518 0.1 0.6 0.4 0.3049
H 8.988048 -6.610948 4.977528 -0.4 -0.5 0.1 0.3711
H 8.821298 -7.359238 7.528798 -0.2 -0.6 -0.2 0.4048
H 7.222428 -7.273418 6.652858 -0.1 0.0 0.5 0.3504
H 9.543968 -5.694628 9.103728 0.1 -0.5 -0.7 0.3181
H 8.141028 -4.990328 9.776528 0.0 0.5 0.0 0.2469
H 8.876098 -4.214258 8.321778 0.4 0.1 0.3 0.2967
C -4.556032 -7.601188 -13.042892 0.2 -0.5 0.6 -0.6486
O -4.626302 -6.248188 -12.763892 0.4 2.8 -0.6 -0.3710
C -5.052812 -5.753918 -11.492932 -0.1 -2.5 0.8 -0.7245
C -4.169472 -6.302198 -10.349722 -0.1 1.6 -0.4 -0.4355
N -2.852702 -5.664688 -10.341972 -0.2 -0.3 0.1 -0.2607
C -1.963032 -6.188448 -9.338402 1.0 0.7 1.5 -0.7703
C -2.266442 -5.814588 -7.846752 -0.2 0.6 0.1 -0.5217
O -2.072982 -4.399368 -7.606962 0.3 -1.0 -0.6 -0.3103
C -2.279182 -3.916778 -6.297882 -1.1 0.5 -0.6 -0.7435
H -3.750122 -8.059678 -12.469832 0.1 -0.3 0.1 0.2524
H -4.312112 -7.730498 -14.097352 -0.1 0.2 0.0 0.2264
H -5.482002 -8.136668 -12.833242 -0.3 -0.1 0.1 0.3057
H -6.061122 -6.153848 -11.385852 -0.3 -0.1 0.5 0.3941
H -5.170552 -4.680878 -11.341802 0.6 0.1 -1.1 0.3835
H -4.163612 -7.391718 -10.381662 0.1 -0.2 0.2 0.2902
H -4.599652 -5.923988 -9.422362 -0.5 -0.6 0.1 0.3159
H -2.368052 -5.671648 -11.228072 -0.3 -0.1 -0.2 0.2430
H -0.969422 -5.779928 -9.522622 0.1 0.2 -0.1 0.3951
H -1.785132 -7.262808 -9.385502 -0.4 -0.5 0.1 0.3856
H -1.674082 -6.367488 -7.117712 0.8 -0.2 -0.4 0.4178
H -3.262842 -6.136578 -7.544082 -0.6 0.4 -0.2 0.3458
H -2.438242 -2.849318 -6.450652 0.2 0.1 0.2 0.2314
H -1.511172 -4.044718 -5.535062 0.4 -0.5 -0.3 0.2771
H -3.229592 -4.276758 -5.903862 -0.1 -0.3 0.2 0.3219
C -9.059552 2.036252 2.547408 -0.3 0.2 0.4 -0.7663
O -8.764052 1.124382 1.514068 -0.4 0.8 0.1 -0.3258
C -7.513382 0.519502 1.657688 0.4 -0.6 0.2 -0.6521
C -7.203342 -0.271398 0.382438 0.5 0.6 2.5 -0.6832
N -6.379262 0.479732 -0.526492 -0.7 -0.2 -0.4 -0.1385
C -6.212312 -0.327628 -1.715312 1.0 1.4 -1.2 -0.6936
C -5.728322 0.592422 -2.888842 -0.7 -1.1 0.3 -0.6522
O -4.510812 1.167502 -2.556342 2.2 0.4 -0.1 -0.2297
C -3.792482 1.853152 -3.606822 -1.5 0.3 -0.2 -0.9097
H -8.377572 2.876742 2.676198 0.6 0.0 -0.6 0.3008
H -9.041172 1.556122 3.525798 -0.3 -0.3 0.1 0.3161
H -10.028512 2.499342 2.360978 -0.1 -0.4 0.0 0.2682
H -7.474462 -0.204458 2.471608 -0.6 -0.2 0.4 0.4003
H -6.771592 1.248512 1.983888 0.4 0.3 -0.6 0.3670
H -8.189642 -0.590318 0.045418 0.0 -0.2 -0.6 0.3293
H -6.643332 -1.121238 0.772638 0.1 -0.4 -0.6 0.4063
H -6.975372 1.235862 -0.831462 0.1 0.7 0.1 0.1824
H -7.170042 -0.773308 -1.984062 0.0 -0.4 -0.4 0.4150
H -5.450352 -1.079748 -1.510772 -0.1 -0.2 -0.2 0.3312
H -6.463582 1.371042 -3.091932 -0.3 0.2 0.1 0.3817
H -5.680812 -0.017248 -3.791142 0.2 -0.1 -0.3 0.3846
H -2.881502 2.353892 -3.278982 -0.1 -0.5 0.6 0.2582
H -4.436882 2.640092 -3.998692 -0.2 0.3 0.1 0.3723
H -3.575652 1.263432 -4.497512 0.1 -0.7 0.2 0.3562
C 1.925648 4.336032 -0.471592 -0.1 0.3 -0.5 -0.9871
O 2.940828 3.510382 0.105428 -0.5 0.9 -0.6 -0.1807
C 3.080678 3.605212 1.511258 -1.4 -0.3 -0.2 -0.7071
C 4.165538 2.691962 1.915438 1.2 -0.2 -0.9 -0.4242
N 5.465528 3.301212 1.474168 0.3 -0.1 1.0 -0.4615
C 6.557298 2.413542 1.872318 0.0 -0.4 -0.6 -0.5081
C 7.920178 2.675432 1.243798 -0.5 1.0 1.0 -0.9593
O 8.022278 2.063022 -0.014842 0.3 0.3 -0.2 -0.0691
C 9.344188 2.112892 -0.477092 0.8 -0.5 -1.3 -0.9655
H 1.289378 4.928012 0.186308 0.5 0.0 0.8 0.4285
H 1.162828 3.806842 -1.042682 0.4 -0.8 -0.1 0.2880
H 2.369598 5.040612 -1.174852 0.3 0.0 0.0 0.2707
H 2.113178 3.303592 1.912588 -0.1 -0.1 0.5 0.4663
H 3.316538 4.590572 1.913178 0.0 0.4 -0.4 0.3601
H 4.078638 1.707532 1.455618 -0.4 -0.2 -0.3 0.1684
H 4.057778 2.466212 2.976348 0.7 0.5 0.3 0.4579
H 5.548908 3.273232 0.468008 -0.9 0.3 -0.4 0.2495
H 6.300858 1.458402 1.414008 0.0 -0.9 0.9 0.2868
H 6.605988 2.432532 2.961068 0.2 -0.5 0.0 0.4070
H 8.717238 2.334882 1.904728 0.1 -0.4 0.1 0.5008
H 8.049218 3.756542 1.192368 0.2 0.3 -0.4 0.3814
H 9.819988 3.076602 -0.658662 -0.6 0.8 0.5 0.3618
H 9.396708 1.684902 -1.478172 -0.4 -0.4 0.0 0.2563
H 10.063168 1.563072 0.130258 -0.2 -0.3 0.4 0.3762
C 7.304188 -1.789308 -2.271062 -0.3 -0.5 0.1 -0.5781
O 6.072688 -2.256288 -1.739542 1.2 -0.3 0.6 -0.3469
C 4.948168 -1.696758 -2.364032 -0.2 0.1 1.2 -0.5637
C 4.666698 -0.263658 -1.787682 -1.3 -0.4 -1.6 0.2749
N 3.790638 0.474242 -2.737322 1.4 -1.4 -0.6 -0.3419
C 4.468658 0.812552 -4.031202 -1.1 1.4 1.5 -0.7577
C 5.342258 2.061872 -3.850582 -0.4 -0.5 -0.1 -0.2893
O 4.609988 3.171582 -3.345382 0.9 0.3 -0.4 -0.2725
C 5.453488 4.335302 -3.165292 -1.1 -0.5 0.3 -0.7607
H 7.371968 -0.703758 -2.199782 0.2 0.1 -0.2 0.1780
H 7.423128 -2.145058 -3.294482 -0.1 0.3 -0.4 0.2891
H 8.139468 -2.246188 -1.740332 -0.2 0.1 0.4 0.2609
H 4.135908 -2.352288 -2.049982 -0.2 0.1 -0.2 0.2232
H 5.097488 -1.848648 -3.433022 -0.4 0.8 -0.3 0.3453
H 5.611578 0.213772 -1.528142 0.1 0.2 0.0 -0.3532
H 4.039348 -0.347228 -0.900242 0.4 -0.3 0.3 0.3222
H 3.325098 1.245752 -2.281082 0.3 0.3 -0.3 0.2601
H 3.653268 0.948642 -4.741642 0.3 0.1 -0.3 0.3861
H 5.144178 0.027862 -4.371852 -0.3 -0.2 0.1 0.3377
H 5.826058 2.324602 -4.791332 0.2 0.1 -0.2 0.4301
H 6.097688 1.718652 -3.143732 0.4 0.4 0.3 0.1209
H 4.763828 5.177152 -3.104072 0.1 0.0 0.0 0.2528
H 6.157558 4.527292 -3.974942 0.0 -0.3 -0.2 0.3771
H 5.995898 4.271332 -2.221992 0.2 -0.1 0.1 0.2043
C -7.082742 14.406002 -2.555302 0.4 0.9 1.7 -0.7266
O -6.398352 14.144242 -1.302312 -1.5 1.4 -1.7 -0.3114
C -5.787292 12.916962 -1.346652 0.9 -0.4 1.6 -0.3387
C -5.370102 12.746882 0.103308 0.7 -1.9 0.7 -0.7268
N -4.509102 11.547152 0.346698 -0.4 1.0 -1.2 -0.2858
C -5.017872 10.233222 -0.013312 0.4 -0.4 0.8 -0.3637
C -4.200702 9.247792 0.821238 -0.9 -0.6 0.0 -0.7098
O -4.638872 7.941242 0.530988 0.2 -0.3 -0.5 -0.3179
C -4.198292 6.961992 1.457688 -1.2 1.0 0.1 -0.7182
H -7.464822 15.421632 -2.452282 0.1 0.1 -0.2 0.2616
H -7.960222 13.764332 -2.635302 0.3 -0.4 -0.5 0.2906
H -6.348252 14.388502 -3.360482 -0.3 -0.4 -0.3 0.2971
H -4.907842 12.929162 -1.990492 0.0 -0.3 -0.4 0.3251
H -6.512242 12.140592 -1.591192 0.1 -0.3 -0.4 0.3095
H -6.295272 12.675712 0.675228 -0.3 0.0 0.2 0.2877
H -4.840052 13.620122 0.483578 0.1 0.0 -0.3 0.3963
H -4.122312 11.554582 1.279678 -0.2 0.0 0.0 0.2392
H -4.996322 9.923852 -1.058262 0.7 0.6 -0.3 0.2487
H -6.065842 10.050972 0.224698 -0.4 0.2 0.5 0.2521
H -4.442892 9.446152 1.865318 0.1 0.2 0.4 0.3555
H -3.121642 9.332832 0.692798 0.2 0.2 -0.2 0.3888
H -4.674002 6.035262 1.136808 0.8 -0.2 -0.1 0.2558
H -4.672592 7.193942 2.411268 0.1 0.0 0.5 0.3124
H -3.119782 7.005992 1.609298 0.1 -0.6 -0.3 0.2783
C 0.062208 -5.025248 1.600838 -0.6 -0.3 0.2 -0.7276
O -1.124862 -5.708898 2.066378 2.4 -1.3 0.2 -0.3479
C -2.295042 -4.993888 2.123008 -0.3 1.9 0.0 -0.6161
C -2.425422 -4.105908 3.397908 0.4 -1.7 -0.4 -0.3361
N -2.581352 -5.008718 4.535148 -1.8 0.5 1.5 -0.4287
C -2.543732 -4.246788 5.811458 -0.2 -1.4 -0.4 -0.6771
C -2.796822 -5.100218 7.069198 1.1 -0.2 0.4 -0.6055
O -1.842502 -6.158608 7.283258 -0.6 0.3 -1.1 -0.2817
C -1.952102 -6.874178 8.493378 0.6 1.0 0.1 -0.7333
H 0.392218 -4.232328 2.272018 -0.7 0.8 -0.3 0.2753
H -0.110342 -4.792238 0.550108 0.1 0.8 0.1 0.3030
H 0.984428 -5.606278 1.604538 -0.6 -1.2 0.1 0.2871
H -3.128122 -5.687848 2.011168 0.0 -0.2 0.7 0.3321
H -2.399322 -4.368608 1.236288 0.2 0.5 -0.2 0.3904
H -3.257422 -3.426178 3.213948 -0.4 -0.2 0.6 0.2740
H -1.567942 -3.481598 3.649058 0.5 0.4 -0.9 0.2764
H -1.807222 -5.642468 4.673658 0.2 -0.2 -0.9 0.2710
H -3.329912 -3.498738 5.913628 0.0 0.2 -0.6 0.3325
H -1.562732 -3.775358 5.752348 0.2 0.5 1.1 0.4582
H -3.810752 -5.496518 7.124108 -0.2 -0.1 -0.4 0.3436
H -2.693602 -4.405318 7.902598 -0.1 0.2 0.4 0.3752
H -1.890132 -6.160338 9.314768 0.0 0.1 0.4 0.3067
H -1.044142 -7.476678 8.519728 -0.3 -0.3 0.2 0.2358
H -2.865002 -7.443798 8.667318 -0.1 -0.2 -0.5 0.2832
N -2.317892 0.508762 0.659988 -6.3 2.4 1.8 -0.2161
C -1.172242 0.097142 0.303508 2.1 -0.9 -0.2 0.7250
N -1.104402 -0.091568 -1.005692 1.0 -0.7 -2.6 -0.3565
O -0.295112 -0.119718 1.093358 2.5 -0.4 1.3 -0.6856
H -3.089292 0.534672 0.008538 0.0 0.2 0.1 0.0632
H -2.525242 0.897252 1.568928 0.4 -0.4 -0.1 0.1596
H -0.223112 -0.417838 -1.375782 -0.4 0.1 -0.2 0.1774
H -1.868002 0.223152 -1.587042 0.5 -0.2 -0.2 0.1240
N -0.770102 0.856482 5.251258 4.3 1.2 -2.8 -0.3574
C -1.947862 0.623872 5.767768 1.1 -0.7 -1.8 0.6868
N -1.832412 0.482972 7.041088 -1.0 -0.6 5.7 -0.4297
O -2.898182 0.450652 5.082028 -3.6 0.1 -1.5 -0.6194
H -0.649042 0.892762 4.249198 -0.3 -0.2 0.1 0.1649
H 0.093698 0.892562 5.773408 -0.4 0.1 0.0 0.1467
H -0.936002 0.232192 7.433078 -0.5 0.2 0.1 0.1829
H -2.668862 0.302912 7.577768 0.3 -0.1 0.0 0.2283
```
Positions in Å, forces in eV/Å.

Results
- Relative energy (zero: lowest compared OMol25 entry of this formula, charge and spin): 492.46 kJ/mol
- 2S+1: 1